Formula: C24H48Br2F3N5OP
Source: OMol25
Level of theory: ωB97M-V/def2-TZVPD

Structure (XYZ):
```
84
C24H48Br2F3N5OP | OMol25 | ωB97M-V/def2-TZVPD
C -3.743 4.262 -6.970
C -3.915 5.922 -6.961
C -3.173 6.621 -5.666
C -3.844 6.184 -4.210
C -2.634 6.379 -3.076
C -3.078 5.751 -1.627
C -1.781 4.840 -1.095
C -2.184 4.360 0.432
C -1.316 3.030 0.945
C -1.838 2.767 2.509
C -1.597 1.157 2.796
C 0.006 0.961 3.095
C 0.172 -0.430 3.983
C -0.003 -1.677 2.915
C 0.685 -3.046 3.501
C 0.801 -4.114 2.219
C 2.406 -4.326 1.964
C 2.754 -5.092 0.518
N 3.077 -4.028 -0.488
N 2.397 -2.788 -0.521
C 2.916 -1.856 -1.609
P 2.397 -0.073 -2.091
N 3.592 0.991 -1.684
N 4.046 -2.556 -2.364
C 4.046 -3.885 -1.622
N 4.925 -4.837 -2.047
C 5.113 -6.241 -1.539
O 6.123 -7.033 -2.262
C 7.078 -7.683 -1.346
F 6.408 -8.533 -0.299
F 7.869 -8.648 -2.196
F 8.084 -6.738 -0.761
H -2.716 4.034 -6.421
H -3.675 3.868 -8.072
H -4.604 3.767 -6.340
H -3.404 6.351 -7.923
H -5.063 6.146 -7.035
H -2.053 6.210 -5.622
H -3.149 7.795 -5.775
H -4.795 6.828 -3.931
H -4.147 5.038 -4.195
H -1.683 5.772 -3.461
H -2.337 7.519 -2.956
H -4.057 5.093 -1.740
H -3.306 6.655 -0.890
H -1.664 3.942 -1.850
H -0.834 5.544 -1.055
H -3.319 4.020 0.479
H -1.984 5.199 1.225
H -0.161 3.261 0.944
H -1.549 2.068 0.285
H -2.953 3.114 2.637
H -1.113 3.345 3.229
H -2.182 0.787 3.743
H -1.972 0.542 1.858
H 0.578 0.817 2.063
H 0.481 1.896 3.652
H 1.249 -0.456 4.496
H -0.690 -0.560 4.797
H -1.145 -1.911 2.670
H 0.601 -1.392 1.932
H 1.792 -2.745 3.828
H 0.154 -3.511 4.434
H 0.200 -3.696 1.306
H 0.312 -5.121 2.626
H 2.804 -5.037 2.833
H 3.007 -3.313 2.001
H 1.763 -5.642 0.141
H 3.614 -5.843 0.772
H 1.610 -2.443 0.069
H 1.167 0.354 -1.418
H 2.216 0.027 -3.517
H 3.208 1.712 -1.014
H 5.565 -4.548 -2.849
H 5.434 -6.163 -0.392
H 4.047 -6.767 -1.523
Br -0.513 -2.376 7.051
C -2.462 -2.429 7.109
C -3.022 -3.237 5.962
Br -2.962 -2.228 4.293
H -2.809 -1.393 7.122
H -2.704 -2.901 8.067
H -4.081 -3.454 6.125
H -2.485 -4.174 5.788
```

Calculated values
Net charge: +1
Energy (a.u.): -7080.46177

Formula: C24H48NO9P2
Source: OMol25
Level of theory: ωB97M-V/def2-TZVPD

Structure (XYZ):
```
84
C24H48NO9P2 | OMol25 | ωB97M-V/def2-TZVPD
C 1.983 -2.286 0.284
C 2.484 -1.594 -0.975
C 2.639 -2.377 -2.122
C 3.096 -1.820 -3.299
C 3.398 -0.464 -3.316
C 3.252 0.333 -2.202
C 2.780 -0.234 -0.990
C 2.587 0.656 0.225
C 3.889 0.887 1.011
C 5.090 1.329 0.187
N 5.020 2.746 -0.303
C 4.064 3.667 0.421
C 3.322 3.071 1.640
O 3.752 1.801 2.089
H 1.647 -3.291 0.034
H 2.751 -2.336 1.058
H 1.099 -1.759 0.652
H 2.392 -3.432 -2.131
H 3.214 -2.425 -4.188
H 3.741 -0.012 -4.242
H 3.453 1.402 -2.187
H 2.109 1.568 -0.147
H 1.878 0.147 0.877
H 4.160 -0.072 1.457
H 5.322 0.658 -0.638
H 5.956 1.270 0.849
H 4.738 2.712 -1.282
H 5.943 3.173 -0.283
H 4.610 4.560 0.716
H 3.320 3.993 -0.304
H 2.244 3.039 1.462
H 3.464 3.751 2.480
O -0.658 2.287 5.905
P -1.333 1.080 5.370
O -1.472 0.048 6.604
C -2.385 0.345 7.669
C -3.826 0.076 7.276
O -0.098 0.356 4.557
C 1.053 1.094 4.170
C 2.186 0.878 5.152
O -2.430 0.331 4.423
C -2.898 0.995 3.224
C -1.861 0.995 2.116
H -2.256 1.382 7.990
H -2.105 -0.297 8.503
H -4.161 0.777 6.508
H -4.484 0.180 8.140
H -3.932 -0.928 6.867
H 0.820 2.155 4.061
H 1.351 0.727 3.182
H 1.867 1.074 6.174
H 3.032 1.528 4.918
H 2.525 -0.159 5.116
H -3.207 2.014 3.467
H -3.783 0.451 2.902
H -1.051 1.695 2.335
H -2.315 1.299 1.172
H -1.419 0.006 1.999
O -2.921 0.356 -4.515
P -3.199 -1.098 -4.438
O -3.968 -1.337 -3.032
C -5.307 -0.852 -2.878
C -6.320 -1.733 -3.587
O -1.719 -1.688 -4.032
C -0.540 -0.925 -4.259
C -0.107 -0.222 -2.990
O -3.628 -2.530 -5.083
C -3.399 -2.766 -6.496
C -1.935 -2.998 -6.818
H -5.372 0.180 -3.235
H -5.511 -0.845 -1.808
H -6.197 -1.677 -4.671
H -7.336 -1.422 -3.343
H -6.188 -2.776 -3.300
H -0.682 -0.214 -5.073
H 0.239 -1.624 -4.576
H -0.933 0.349 -2.562
H 0.726 0.458 -3.165
H 0.199 -0.953 -2.241
H -3.796 -1.930 -7.075
H -3.979 -3.650 -6.753
H -1.366 -2.069 -6.756
H -1.827 -3.385 -7.831
H -1.490 -3.703 -6.116
```

Calculated values
Energy above the lowest of the compared OMol25 structures with the same formula, charge and spin (kcal/mol): 0.0
Net charge: +1
Energy (a.u.): -2357.74940

Formula: C24H48O13S2
Source: OMol25
Level of theory: ωB97M-V/def2-TZVPD

Structure (XYZ):
```
87
C24H48O13S2 | OMol25 | ωB97M-V/def2-TZVPD
C -3.164 3.213 -18.511
C -2.398 2.741 -17.251
C -3.444 2.248 -16.381
O -4.235 1.549 -17.335
C -4.408 2.358 -18.468
H -2.473 3.012 -19.329
H -3.427 4.269 -18.575
H -1.843 3.563 -16.798
H -1.701 1.973 -17.584
H -3.929 3.066 -15.848
H -2.999 1.530 -15.692
H -5.278 3.013 -18.511
H -4.360 1.711 -19.344
C -1.231 -3.116 -7.715
C 0.126 -2.465 -7.618
C -0.177 -1.076 -7.009
O -1.618 -0.943 -7.090
C -2.201 -1.967 -7.927
H -1.470 -3.438 -6.701
H -1.394 -3.773 -8.569
H 0.650 -2.304 -8.561
H 0.744 -3.052 -6.938
H 0.248 -0.360 -7.712
H 0.236 -0.867 -6.022
H -2.260 -1.705 -8.984
H -3.181 -2.128 -7.479
C 0.846 -1.590 -18.506
C 0.480 -0.104 -18.358
C -0.538 0.141 -19.539
O -0.146 -0.887 -20.500
C 0.895 -1.733 -20.036
H 0.134 -2.231 -17.986
H 1.747 -1.994 -18.045
H 1.397 0.486 -18.356
H 0.089 0.285 -17.418
H -0.440 1.093 -20.060
H -1.548 -0.084 -19.195
H 1.885 -1.388 -20.333
H 0.819 -2.767 -20.372
C 5.886 -1.263 -12.110
C 4.629 -0.725 -12.859
C 4.622 -1.466 -14.257
O 5.348 -2.721 -13.894
C 6.414 -2.353 -12.957
H 5.478 -1.643 -11.174
H 6.467 -0.421 -11.734
H 4.750 0.357 -12.893
H 3.752 -0.717 -12.211
H 5.070 -0.927 -15.092
H 3.626 -1.879 -14.419
H 7.377 -2.162 -13.430
H 6.597 -3.322 -12.492
C -3.572 2.608 -6.933
C -3.698 1.966 -8.246
C -2.418 2.486 -8.913
O -1.540 2.979 -7.916
C -2.135 2.654 -6.650
H -4.134 1.990 -6.233
H -3.852 3.661 -6.953
H -4.640 2.068 -8.785
H -3.585 0.903 -8.037
H -2.672 3.311 -9.579
H -1.958 1.752 -9.575
H -1.899 3.307 -5.809
H -1.722 1.677 -6.400
C 0.049 -1.661 -14.310
C -1.441 -1.548 -14.700
O -2.183 -1.716 -13.559
S -1.336 -1.578 -12.201
O -1.163 -2.926 -11.633
O -1.865 -0.445 -11.437
O -0.004 -1.084 -13.020
H 0.827 -1.248 -14.953
H 0.233 -2.726 -14.173
H -1.678 -2.193 -15.546
H -1.702 -0.541 -15.025
C -2.036 -6.571 -15.555
C -3.456 -7.143 -15.606
O -4.333 -6.165 -16.086
S -3.678 -4.680 -15.698
O -3.904 -4.421 -14.279
O -4.030 -3.621 -16.610
O -2.135 -5.275 -16.007
H -1.304 -7.158 -16.109
H -1.590 -6.516 -14.562
H -3.656 -7.419 -14.571
H -3.357 -8.033 -16.227
```

Calculated values
Energy above the lowest of the compared OMol25 structures with the same formula, charge and spin (kcal/mol): 175.0
Energy (a.u.): -2717.48235

Formula: C24H48O18
Source: OMol25
Level of theory: ωB97M-V/def2-TZVPD

Structure (XYZ):
```
90
C24H48O18 | OMol25 | ωB97M-V/def2-TZVPD
C 7.836 -0.411 5.728
C 8.066 -0.577 7.295
O 9.204 0.191 7.684
C 9.520 0.307 9.016
O 8.865 -0.209 9.893
O 10.493 1.299 9.134
C 11.132 1.522 10.388
H 8.180 0.569 5.398
H 6.816 -0.535 5.363
H 8.401 -1.229 5.283
H 8.147 -1.612 7.629
H 7.266 -0.175 7.915
H 11.984 2.177 10.207
H 11.586 0.577 10.685
H 10.664 1.903 11.295
C 2.209 -2.201 13.454
C 3.298 -1.589 12.442
O 2.751 -0.623 11.512
C 2.219 -1.114 10.357
O 2.025 -2.274 10.067
O 2.068 -0.004 9.529
C 1.240 -0.187 8.428
H 2.722 -2.970 14.032
H 1.359 -2.612 12.908
H 1.850 -1.413 14.115
H 3.796 -2.405 11.918
H 4.082 -1.130 13.045
H 1.310 0.683 7.775
H 0.172 -0.101 8.630
H 1.458 -1.109 7.889
C 1.996 5.259 -4.269
C 2.696 4.774 -5.537
O 1.899 4.713 -6.646
C 1.006 3.773 -6.854
O 0.676 2.877 -6.089
O 0.594 3.827 -8.064
C -0.295 2.875 -8.709
H 2.661 5.298 -3.407
H 1.127 4.624 -4.092
H 1.714 6.312 -4.267
H 3.154 3.808 -5.325
H 3.582 5.404 -5.613
H 0.034 1.896 -9.057
H -0.700 3.401 -9.574
H -1.061 2.554 -8.003
C 2.376 -4.754 3.040
C 1.474 -4.749 1.755
O 1.080 -3.415 1.582
C 0.182 -3.055 0.564
O -0.327 -3.859 -0.142
O 0.029 -1.647 0.521
C -0.912 -1.115 -0.403
H 3.217 -4.079 3.198
H 2.971 -5.663 3.132
H 1.803 -4.729 3.967
H 0.636 -5.421 1.937
H 1.937 -5.165 0.860
H -0.959 -1.579 -1.388
H -0.711 -0.080 -0.683
H -1.934 -1.084 -0.024
C -6.804 -1.155 -12.014
C -6.610 -0.588 -10.631
O -6.614 -1.607 -9.713
C -5.563 -2.228 -9.181
O -4.426 -2.130 -9.558
O -5.988 -3.107 -8.235
C -5.034 -3.962 -7.540
H -7.044 -0.403 -12.765
H -7.586 -1.899 -11.860
H -6.006 -1.799 -12.382
H -7.466 0.047 -10.401
H -5.822 0.140 -10.432
H -5.483 -4.866 -7.127
H -4.521 -3.368 -6.783
H -4.261 -4.299 -8.231
C -9.397 0.892 -5.226
C -8.440 0.931 -4.038
O -7.301 1.631 -4.503
C -6.994 2.875 -4.010
O -7.774 3.534 -3.350
O -5.622 3.132 -4.245
C -5.153 4.433 -4.008
H -9.858 1.861 -5.418
H -10.174 0.200 -4.903
H -8.915 0.462 -6.104
H -7.962 0.006 -3.715
H -8.970 1.230 -3.134
H -5.716 5.194 -4.548
H -4.139 4.318 -4.390
H -5.028 4.778 -2.982
```

Calculated values
Energy above the lowest of the compared OMol25 structures with the same formula, charge and spin (kcal/mol): 115.3
Energy (a.u.): -2297.49409

Formula: C24H48O24
Source: OMol25
Level of theory: ωB97M-V/def2-TZVPD

Structure (XYZ):
```
96
C24H48O24 | OMol25 | ωB97M-V/def2-TZVPD
C 2.181 -3.446 1.172
O 3.357 -4.308 1.000
C 3.104 -5.345 0.271
O 2.107 -5.589 -0.498
O 4.118 -6.338 0.353
C 3.949 -7.535 -0.342
H 2.465 -2.591 1.747
H 1.448 -3.708 1.698
H 1.623 -3.009 0.210
H 3.295 -8.201 0.429
H 4.748 -8.190 -0.190
H 3.521 -7.312 -1.151
C -0.349 3.627 -1.397
O 0.582 4.554 -1.933
C 0.851 5.627 -1.171
O 0.503 5.850 -0.012
O 1.486 6.549 -1.900
C 2.015 7.744 -1.342
H -1.421 4.056 -1.205
H 0.210 3.286 -0.560
H -0.395 2.872 -2.140
H 2.176 8.562 -2.074
H 3.001 7.794 -0.633
H 1.393 8.477 -1.004
C -2.986 -3.169 1.024
O -4.211 -3.895 0.713
C -5.187 -3.281 -0.029
O -5.224 -1.974 -0.257
O -6.210 -4.126 -0.484
C -7.279 -3.516 -1.124
H -2.567 -2.862 0.150
H -2.317 -3.626 1.591
H -3.427 -2.241 1.439
H -6.995 -2.743 -1.796
H -7.834 -2.917 -0.468
H -8.135 -4.349 -1.598
C 2.278 6.393 5.596
O 3.073 6.046 4.452
C 2.621 4.916 3.728
O 1.702 4.159 4.075
O 3.201 4.636 2.520
C 2.681 3.666 1.705
H 1.316 6.790 5.129
H 2.804 7.164 6.301
H 1.782 5.580 6.095
H 2.851 2.481 2.116
H 3.149 3.816 0.626
H 1.504 3.750 1.638
C -0.325 -0.521 -1.947
O -0.555 0.366 -0.963
C -0.255 0.009 0.250
O -0.259 -1.136 0.602
O 0.094 0.955 1.117
C 0.414 0.775 2.402
H -0.461 -1.532 -1.785
H 0.677 -0.671 -2.380
H -0.885 -0.429 -2.775
H 1.598 0.497 2.422
H -0.362 0.074 2.963
H 0.324 1.586 3.069
C -4.126 -2.619 -3.471
O -2.914 -2.854 -2.937
C -1.886 -3.355 -3.669
O -1.899 -3.468 -4.873
O -0.789 -3.628 -2.843
C 0.491 -3.938 -3.625
H -4.862 -2.236 -2.784
H -4.439 -3.333 -3.951
H -4.117 -1.761 -4.141
H 1.243 -4.205 -2.827
H 0.751 -2.984 -4.033
H 0.329 -4.616 -4.341
C -4.322 1.550 -1.935
O -3.140 2.046 -2.562
C -2.742 1.420 -3.758
O -3.480 0.570 -4.231
O -1.610 1.868 -4.224
C -0.940 1.191 -5.192
H -4.298 1.557 -0.712
H -4.419 0.428 -1.968
H -5.152 1.940 -2.093
H -0.911 0.092 -4.964
H -0.016 1.610 -5.358
H -1.393 1.340 -6.199
C 1.480 0.249 5.455
O 2.511 0.819 4.701
C 3.573 0.016 4.359
O 3.654 -1.097 4.921
O 4.264 0.502 3.369
C 5.480 -0.276 2.905
H 1.778 -0.371 6.366
H 1.047 -0.380 4.757
H 0.785 1.024 5.680
H 6.068 -0.520 3.772
H 6.044 0.540 2.363
H 5.365 -1.213 2.556
```

Calculated values
Energy above the lowest of the compared OMol25 structures with the same formula, charge and spin (kcal/mol): 331.5
Energy (a.u.): -2748.56899